ORCA calculation (wB97M-V/def2-TZVPD) on C12H7CdN2O5S as an isolated structure in a non-equilibrium geometry.

```
! wB97M-V def2-TZVPD RIJCOSX def2/J DEFGRID3
* xyz 1 1
O -0.4386 4.4895 -1.8010
C -0.6007 3.6276 -2.5333
Cd 0.1839 -1.2017 -1.4456
C -0.1286 -3.3211 -2.1688
O -0.3710 -4.3762 -2.5418
C -0.9505 -0.4220 -3.6448
O -1.2400 -0.3531 -4.8201
C 2.3246 -0.5937 -2.1930
O 3.2034 -0.1244 -2.7550
C -1.8462 -0.8709 -2.5893
O -3.0162 -0.9346 -2.3896
H 0.1140 -0.1637 -3.1478
N -2.2056 -2.1209 0.8427
C -1.3277 -1.2158 1.3672
N -0.3812 -0.6055 0.6641
C 0.3679 0.2826 1.4527
C 1.3876 1.1345 1.0127
C 2.0533 1.9211 1.9539
C 1.7228 1.8405 3.3167
C 0.7067 0.9785 3.7557
C 0.0162 0.2306 2.8099
S -1.3308 -0.8763 3.0722
H -2.9307 -2.4202 1.4892
H -2.4841 -2.0068 -0.1328
H 1.6290 1.1681 -0.0495
H 2.8398 2.6048 1.6304
H 2.2635 2.4534 4.0407
H 0.4393 0.8757 4.8042
*
```

As for the relative energy (zero: lowest compared OMol25 entry of this formula, charge and spin): 0.0 kJ/mol. For the lowest unoccupied orbital energy, the calculation gives -4.52 eV.

Want to see where the charge sits? The natural (NBO) charges in e are: atom 1 (O): -0.486, atom 2 (C): 0.489, atom 3 (Cd): 1.362, atom 4 (C): 0.368, atom 5 (O): -0.370, atom 6 (C): 0.255, atom 7 (O): -0.399, atom 8 (C): 0.415, atom 9 (O): -0.357, atom 10 (C): 0.067, atom 11 (O): -0.461, atom 12 (H): -0.002, atom 13 (N): -0.791, atom 14 (C): 0.297, atom 15 (N): -0.716, atom 16 (C): 0.199, atom 17 (C): -0.264, atom 18 (C): -0.180, atom 19 (C): -0.201, atom 20 (C): -0.175, atom 21 (C): -0.244, atom 22 (S): 0.433, atom 23 (H): 0.418, atom 24 (H): 0.428, atom 25 (H): 0.199, atom 26 (H): 0.236, atom 27 (H): 0.241, atom 28 (H): 0.238

=====

ORCA calculation (wB97M-V/def2-TZVPD) on C12H7CoN2O5S as an isolated structure in a non-equilibrium geometry.

```
! wB97M-V def2-TZVPD RIJCOSX def2/J DEFGRID3
* xyz 0 5
Co 0.5580 -0.2424 0.3629
O -3.2248 -0.2511 4.8793
C -2.3317 -0.2232 3.8632
C -0.9455 -0.1648 4.1079
C -0.1095 -0.1456 3.0175
N -0.6171 -0.1549 1.7742
C -1.9191 -0.2434 1.5124
C -2.8299 -0.2744 2.5456
C -2.1646 -0.3130 0.0291
O -3.2584 -0.3364 -0.4820
O -0.9996 -0.3627 -0.6273
C 1.3964 -0.1395 2.9725
O 2.0497 -0.1048 3.9956
O 1.8481 -0.1895 1.7542
H -2.7652 -0.2165 5.7238
H -0.5426 -0.1466 5.1103
H -3.8903 -0.3447 2.3531
S -0.2804 0.1171 -2.9962
C 1.3741 0.2163 -2.5018
C 2.3032 0.4387 -3.5328
C 3.6437 0.5495 -3.2271
C 4.0471 0.4364 -1.8931
C 3.0925 0.2177 -0.9344
N 1.7748 0.1040 -1.2147
H 1.9511 0.5222 -4.5504
H 4.3665 0.7220 -4.0120
H 5.0849 0.5175 -1.6087
H 3.3414 0.1212 0.1157
*
```

The expectation value of S² is 6.013. As for the relative energy (zero: lowest compared OMol25 entry of this formula, charge and spin): 46.4 kJ/mol. For the lowest unoccupied orbital energy (spin up / spin down), the calculation gives -0.27 / -1.75 eV.

Want to see where the charge sits? The natural (NBO) charges in e are: atom 1 (Co): 1.454, atom 2 (O): -0.636, atom 3 (C): 0.374, atom 4 (C): -0.290, atom 5 (C): 0.145, atom 6 (N): -0.574, atom 7 (C): 0.127, atom 8 (C): -0.261, atom 9 (C): 0.750, atom 10 (O): -0.563, atom 11 (O): -0.839, atom 12 (C): 0.742, atom 13 (O): -0.596, atom 14 (O): -0.847, atom 15 (H): 0.490, atom 16 (H): 0.246, atom 17 (H): 0.258, atom 18 (S): 0.281, atom 19 (C): 0.029, atom 20 (C): -0.274, atom 21 (C): -0.125, atom 22 (C): -0.275, atom 23 (C): 0.061, atom 24 (N): -0.611, atom 25 (H): 0.234, atom 26 (H): 0.225, atom 27 (H): 0.230, atom 28 (H): 0.246

=====

ORCA calculation (wB97M-V/def2-TZVPD) on C12H8AuFN2O10S2 as an isolated structure in a non-equilibrium geometry.

```
! wB97M-V def2-TZVPD RIJCOSX def2/J DEFGRID3
* xyz -2 1
Au 2.0060 0.0253 -2.1335
O 2.4088 -1.5218 2.2118
S 2.1531 -1.6876 0.7784
O 2.2367 -3.0576 0.3546
O 2.8782 -0.6703 0.0129
C 0.3796 -1.1887 0.5648
C -1.1397 -0.3944 1.7318
C -2.4296 -0.5602 1.0074
C -2.5713 -1.3404 -0.0732
C -1.5083 -1.9659 -0.8280
C -0.1872 -1.8055 -0.6557
S 0.7065 -2.4433 -2.1323
O 0.4250 -3.8583 -2.2023
O 0.0027 -1.6664 -3.1590
O 2.1478 -2.1299 -2.1687
H -1.2831 -0.0310 2.7572
H -3.2868 -0.0576 1.4374
H -3.5625 -1.4594 -0.4932
H -1.8050 -2.5168 -1.7095
F 0.3596 4.2674 2.0351
C 0.3611 2.9520 1.6534
C -0.1959 2.6170 0.4745
N -0.2510 1.3441 0.0098
C -0.7502 1.1963 -1.3457
C 0.0055 2.1981 -2.2899
O -0.6105 3.1783 -2.6869
O 1.2186 1.9504 -2.5450
C 0.0558 0.2889 0.9417
O -0.3937 -1.6135 1.7093
N 1.0259 0.7326 1.9043
C 1.1289 1.9857 2.4292
O 1.8279 2.2424 3.3966
H -0.6047 3.3742 -0.1799
H -1.8254 1.4237 -1.3599
H -0.5830 0.1892 -1.7184
H 1.6603 0.0029 2.2708
*
```

As for the relative energy (zero: lowest compared OMol25 entry of this formula, charge and spin): 390.5 kJ/mol. For the lowest unoccupied orbital energy, the calculation gives 4.88 eV.

Want to see where the charge sits? The natural (NBO) charges in e are: atom 1 (Au): 0.742, atom 2 (O): -1.008, atom 3 (S): 2.413, atom 4 (O): -0.965, atom 5 (O): -1.031, atom 6 (C): -0.077, atom 7 (C): 0.014, atom 8 (C): -0.194, atom 9 (C): -0.219, atom 10 (C): -0.211, atom 11 (C): -0.259, atom 12 (S): 2.389, atom 13 (O): -0.985, atom 14 (O): -1.033, atom 15 (O): -0.993, atom 16 (H): 0.188, atom 17 (H): 0.193, atom 18 (H): 0.198, atom 19 (H): 0.238, atom 20 (F): -0.343, atom 21 (C): 0.158, atom 22 (C): 0.016, atom 23 (N): -0.419, atom 24 (C): -0.351, atom 25 (C): 0.773, atom 26 (O): -0.714, atom 27 (O): -0.788, atom 28 (C): 0.319, atom 29 (O): -0.511, atom 30 (N): -0.649, atom 31 (C): 0.604, atom 32 (O): -0.648, atom 33 (H): 0.238, atom 34 (H): 0.189, atom 35 (H): 0.267, atom 36 (H): 0.461

=====

ORCA calculation (wB97M-V/def2-TZVPD) on C12H8B2Br4F18O16P3Zr as an isolated structure in a non-equilibrium geometry.

```
! wB97M-V def2-TZVPD RIJCOSX def2/J DEFGRID3
* xyz 0 2
Zr 2.4960 -0.8307 -0.7709
P 0.6962 -0.5360 1.8430
F 2.0780 -1.4302 1.6583
F 1.4478 0.4052 0.8714
F 0.3267 -1.0972 0.3267
F -0.5878 0.4596 1.6213
F -0.1408 -1.7627 2.4115
F 1.1725 0.0456 3.3246
P 3.3974 -3.6384 -0.5547
F 2.6993 -4.7474 -1.4788
F 3.3996 -2.6632 -1.7941
F 1.9554 -2.9624 -0.3170
F 3.9137 -2.1862 0.1661
F 3.1061 -4.3420 0.9273
F 4.8720 -4.1735 -0.8467
P 4.6362 1.3372 -0.2354
F 6.2225 1.0152 0.2075
F 4.0322 0.1903 0.7440
F 4.4457 2.4514 0.9305
F 3.0336 1.3615 -0.6617
F 4.8936 2.4615 -1.3954
F 4.4934 0.0820 -1.2417
O 0.9878 0.6781 -1.8235
C -0.0713 1.3492 -2.1273
O -1.2888 1.1614 -1.6854
B -2.2253 2.2372 -2.1183
O -1.4082 3.0240 -3.0671
C -0.2287 2.4402 -3.1688
O 0.7040 2.7372 -3.9293
O -3.4451 1.6003 -2.6649
C -4.4478 1.6985 -1.8536
O -5.6420 1.3808 -2.0177
C -3.8863 2.6038 -0.7061
O -2.6764 2.9893 -0.9363
O -4.5971 2.9254 0.2778
O -5.5038 -3.4441 -0.6297
C -4.5788 -3.0603 -1.4093
O -3.3246 -3.5455 -1.4676
B -2.5653 -2.6511 -2.3879
O -3.5976 -1.7161 -2.8763
C -4.7455 -1.9512 -2.3714
O -5.7678 -1.2058 -2.6474
O -2.0038 -3.4598 -3.5174
C -0.6979 -3.2568 -3.5439
O 0.1711 -3.6733 -4.2590
C -0.3320 -2.2573 -2.4015
O -1.4186 -1.9558 -1.7865
O 0.8151 -1.8446 -2.1885
Br -2.6366 -1.9028 7.1673
C -0.8762 -2.3067 6.3985
C -0.0036 -1.0917 6.4173
Br 1.8725 -1.8654 6.2415
H -1.0927 -2.7036 5.4067
H -0.5272 -3.1587 6.9819
H -0.0547 -0.6642 7.4186
H -0.0797 -0.4551 5.5358
Br 0.3501 3.1425 0.9739
C -0.3398 4.8996 0.2117
C 0.8416 5.7259 -0.1189
Br 1.4350 5.3744 -2.0082
H -0.8950 5.4621 0.9623
H -1.0118 4.9212 -0.6463
H 1.6024 5.5947 0.6506
H 0.6011 6.7845 -0.0210
*
```

The expectation value of S² is 0.760. As for the relative energy (zero: lowest compared OMol25 entry of this formula, charge and spin): 16.4 kJ/mol. For the lowest unoccupied orbital energy (spin up / spin down), the calculation gives -4.11 / -6.33 eV.

Want to see where the charge sits? The natural (NBO) charges in e are: atom 1 (Zr): 2.685, atom 2 (P): 2.619, atom 3 (F): -0.564, atom 4 (F): -0.565, atom 5 (F): -0.588, atom 6 (F): -0.550, atom 7 (F): -0.534, atom 8 (F): -0.527, atom 9 (P): 2.606, atom 10 (F): -0.535, atom 11 (F): -0.558, atom 12 (F): -0.552, atom 13 (F): -0.561, atom 14 (F): -0.522, atom 15 (F): -0.512, atom 16 (P): 2.601, atom 17 (F): -0.521, atom 18 (F): -0.562, atom 19 (F): -0.529, atom 20 (F): -0.566, atom 21 (F): -0.518, atom 22 (F): -0.569, atom 23 (O): -0.701, atom 24 (C): 0.797, atom 25 (O): -0.594, atom 26 (B): 1.171, atom 27 (O): -0.617, atom 28 (C): 0.678, atom 29 (O): -0.491, atom 30 (O): -0.587, atom 31 (C): 0.698, atom 32 (O): -0.300, atom 33 (C): 0.676, atom 34 (O): -0.600, atom 35 (O): -0.478, atom 36 (O): -0.459, atom 37 (C): 0.649, atom 38 (O): -0.602, atom 39 (B): 1.164, atom 40 (O): -0.571, atom 41 (C): 0.683, atom 42 (O): -0.282, atom 43 (O): -0.621, atom 44 (C): 0.685, atom 45 (O): -0.494, atom 46 (C): 0.767, atom 47 (O): -0.587, atom 48 (O): -0.667, atom 49 (Br): -0.030, atom 50 (C): -0.450, atom 51 (C): -0.394, atom 52 (Br): -0.070, atom 53 (H): 0.231, atom 54 (H): 0.236, atom 55 (H): 0.235, atom 56 (H): 0.243, atom 57 (Br): -0.033, atom 58 (C): -0.427, atom 59 (C): -0.434, atom 60 (Br): -0.029, atom 61 (H): 0.231, atom 62 (H): 0.236, atom 63 (H): 0.234, atom 64 (H): 0.227

=====

For reference, M by record: 403.68 350.20 620.30 1275.53 g mol⁻¹.